ORCA calculation (ωB97M-V/def2-TZVPD) on a cluster of 2 separate species, C7H13Cl in total.

Structure (ORCA input):
```
! RIJCOSX wB97M-V def2-TZVPD def2/J DEFGRID3
* xyz 0 1
C -0.3088 2.7250 1.2312
C 0.5437 1.5642 0.8994
C 0.8104 -2.1343 -1.0032
C -1.4749 -1.3822 -0.3174
C 0.1720 0.0024 -1.6895
C 0.5840 0.4477 1.5932
C -0.1910 -1.0088 -0.9909
Cl 1.5925 -0.8802 1.4265
H 0.2337 3.1784 2.0059
H -0.3689 3.4637 0.4461
H 1.1845 1.6392 -0.0124
H 0.5342 -2.7312 -0.2269
H 1.8604 -1.8233 -1.0841
H 0.6177 -2.7398 -1.8636
H -1.3743 -0.8470 0.5829
H -2.1934 -0.8154 -0.8185
H -1.6279 -2.4005 -0.1233
H -0.3897 0.8321 -1.7543
H -1.3782 2.4745 1.3987
H 1.2778 0.0651 -2.0613
H -0.1039 0.3703 2.3612
*
```

Calculated values
lowest unoccupied orbital energy	0.96	eV
HOMO-LUMO gap	9.723	eV
structure (SMILES)	C/C=C/Cl.C=C(C)C
HOMO	-8.76	eV

ORCA calculation (ωB97M-V/def2-TZVPD) on a cluster of 2 separate species, C3H5Cl2N2 in total.

Structure (ORCA input):
```
! RIJCOSX wB97M-V def2-TZVPD def2/J DEFGRID3
* xyz 1 1
C 1.6820 0.4005 0.0330
C 1.0880 -0.7291 0.0614
C -2.1524 -0.1884 0.0912
N -1.3858 -0.9766 -0.4363
N 1.9433 1.6063 0.2924
Cl 1.6822 -2.3051 -0.1060
Cl -3.8780 0.1070 0.0030
H -1.6416 -1.5919 -1.2285
H -0.0395 -0.8122 -0.0136
H 2.3797 1.6988 1.1274
H -1.7104 0.5493 0.7125
H 2.0325 2.2413 -0.5365
*
```

Calculated values
lowest unoccupied orbital energy	-4.77	eV
HOMO-LUMO gap	9.665	eV
HOMO	-14.44	eV

ORCA calculation (ωB97M-V/def2-TZVPD) on the ion C3H10N3O with charge +1.

Structure (ORCA input):
```
! RIJCOSX wB97M-V def2-TZVPD def2/J DEFGRID3
* xyz 1 1
C 0.4694 0.0974 -0.3431
C 1.1338 -0.0792 1.1085
C -1.0988 0.0623 -0.1311
N 0.8754 -0.8988 -1.3207
N -1.7510 -0.8960 0.5033
N -1.8052 1.0665 -0.5434
O 0.6734 1.3948 -0.7395
H 1.3148 -1.2115 1.3865
H 0.5272 0.2355 1.9582
H 2.0645 0.4116 1.0015
H 0.7567 -0.6922 -2.2919
H 1.9172 -1.2399 -1.2351
H -1.5026 -1.7028 1.0258
H -2.7626 -0.6619 0.4819
H 1.6347 1.6170 -0.7184
H -2.7834 1.0639 -0.5607
H -1.2960 1.6828 -1.0163
*
```

Calculated values
lowest unoccupied orbital energy	-3.24	eV
HOMO-LUMO gap	10.804	eV
structure (SMILES)	C[C@](N)(O)C(N)=[NH2+]
HOMO	-14.05	eV

Going through the records in order, we get energy relative to the best compared isomer or geometry (same formula, charge and spin) values of 63.5, 90.8, 45.1 kcal/mol.
Going through the records in order, we get E_tot values of -19989.2931, -31206.7593, -9784.3440 eV.